Entry 1:
Formula: C6H8Br2N2O
Source: the OMol25 dataset
Level of theory: ωB97M-V/def2-TZVPD

Geometry (Å):
C 3.27 0.10 1.71
C 1.23 -1.26 0.16
C 3.66 0.03 0.31
C -0.85 -0.41 -0.90
C 0.11 0.85 1.05
C 0.43 -0.01 -0.17
N 2.42 -0.91 2.12
N 1.80 -1.54 1.26
O 3.59 1.03 2.44
Br 4.10 1.66 -0.50
Br 4.41 -1.49 -0.50
H 1.10 -2.09 -0.52
H -0.63 -0.96 -1.81
H -1.41 0.48 -1.17
H -1.48 -1.03 -0.26
H -0.50 1.70 0.75
H 1.01 1.25 1.52
H -0.44 0.27 1.79
H 1.05 0.56 -0.87

## Properties
Energy above the lowest of the compared OMol25 structures with the same formula, charge and spin ... 0.00 kJ/mol
LUMO energy (alpha / beta) ... -1.52 / -1.20 eV
Highest occupied orbital energy (alpha / beta) ... -8.529 / -8.772 eV

These are the Löwdin partial charges, in e, on atoms 1 to 6: atom 1 (C): -0.665, atom 2 (C): -0.127, atom 3 (C): -1.097, atom 4 (C): -0.074, atom 5 (C): -0.051, atom 6 (C): -0.392


Entry 2:
Formula: C16H36O16Zr
Source: the OMol25 dataset
Level of theory: ωB97M-V/def2-TZVPD

Geometry (Å):
Zr 10.18 30.94 18.30
C 7.88 28.48 17.49
O 8.82 29.47 17.54
H 8.35 27.49 17.43
H 7.24 28.44 18.40
H 7.16 28.62 16.66
C 12.33 30.35 15.61
O 11.63 30.58 16.75
H 12.80 31.26 15.21
H 13.17 29.64 15.76
H 11.73 29.94 14.78
C 9.27 30.90 21.61
O 9.78 30.61 20.35
H 9.02 31.97 21.67
H 8.37 30.29 21.79
H 10.00 30.70 22.40
C 10.96 34.29 18.77
O 10.65 33.02 18.43
H 10.37 35.03 18.20
H 10.76 34.52 19.83
H 12.01 34.52 18.57
C 5.44 33.29 20.55
O 6.70 33.16 19.95
C 6.88 32.32 18.94
O 7.97 31.99 18.60
O 5.74 31.86 18.43
C 5.84 31.15 17.20
H 5.20 32.41 21.16
H 4.64 33.42 19.83
H 5.39 34.14 21.22
H 6.86 30.85 16.99
H 5.49 31.77 16.36
H 5.19 30.28 17.25
C 9.12 34.51 15.87
O 8.71 33.63 14.84
C 8.85 32.35 15.12
O 9.35 31.91 16.11
O 8.30 31.62 14.16
C 8.64 30.24 14.18
H 10.20 34.61 15.90
H 8.80 34.19 16.87
H 8.68 35.49 15.68
H 9.68 30.08 14.43
H 8.43 29.85 13.19
H 8.02 29.72 14.92
C 10.86 27.57 21.13
O 11.29 26.79 20.02
C 11.31 27.45 18.87
O 11.19 28.64 18.75
O 11.47 26.60 17.87
C 11.31 27.16 16.55
H 11.19 27.06 22.03
H 9.77 27.65 21.15
H 11.25 28.59 21.13
H 11.06 26.34 15.88
H 12.28 27.54 16.23
H 10.55 27.94 16.49
C 14.36 29.50 18.62
O 14.27 30.12 19.90
C 13.20 30.89 20.08
O 12.28 30.97 19.33
O 13.26 31.58 21.20
C 14.48 31.72 21.92
H 15.41 29.42 18.35
H 13.82 30.03 17.84
H 13.97 28.48 18.70
H 15.29 32.00 21.25
H 14.78 30.79 22.42
H 14.30 32.47 22.69

## Properties
Energy above the lowest of the compared OMol25 structures with the same formula, charge and spin ... 21.71 kJ/mol
LUMO energy ... 0.67 eV
Highest occupied orbital energy ... -7.945 eV

These are the Löwdin partial charges, in e, on atoms 1 to 6: atom 1 (Zr): 2.036, atom 2 (C): -0.265, atom 3 (O): -0.475, atom 4 (H): 0.073, atom 5 (H): 0.081, atom 6 (H): 0.056


Entry 3:
Formula: C5H14
Source: the OMol25 dataset
Level of theory: ωB97M-V/def2-TZVPD

Geometry (Å):
C -0.18 -2.44 1.68
C 0.81 -1.37 2.16
H 0.41 -3.34 1.55
H -0.95 -2.74 2.41
H -0.77 -2.13 0.85
H 0.43 -0.67 2.88
H 1.23 -0.86 1.29
H 1.61 -1.81 2.76
C -0.26 1.57 -1.85
C -0.01 2.38 -0.58
C -0.39 0.05 -1.62
H -1.16 1.87 -2.40
H 0.51 1.79 -2.58
H -0.51 1.88 0.25
H -1.44 -0.25 -1.61
H -0.44 3.37 -0.69
H 1.04 2.44 -0.30
H -0.04 -0.47 -2.52
H 0.10 -0.19 -0.70

## Properties
Charge ... -1
Expectation value of S² ... 0.7503
Multiplicity ... 2
Energy above the lowest of the compared OMol25 structures with the same formula, charge and spin ... 48.49 kJ/mol
LUMO energy (alpha / beta) ... 4.22 / 4.33 eV
Highest occupied orbital energy (alpha / beta) ... 1.571 / -7.576 eV

These are the Löwdin partial charges, in e, on atoms 1 to 6: atom 1 (C): -0.285, atom 2 (C): -0.370, atom 3 (H): 0.037, atom 4 (H): 0.041, atom 5 (H): 0.028, atom 6 (H): 0.008